Formula: C21H30N2O4
Source: the OMol25 dataset
Level of theory: ωB97M-V/def2-TZVPD

Geometry as XYZ:
```
57
Properties=species:S:1:pos:R:3:forces:R:3
C -1.8895 -4.1709 -5.5734 0.17 0.32 0.22
C -0.7569 -3.2940 -5.0588 0.13 -0.51 -0.13
H -0.1004 -3.8757 -4.4033 -0.04 0.13 -0.16
H -0.1795 -2.8708 -5.8841 -0.04 -0.05 0.12
O -1.2481 -2.1655 -4.3408 -0.13 0.25 0.21
C -1.5930 -2.3967 -3.0488 -0.08 0.01 -0.20
O -1.4360 -3.4605 -2.4940 0.17 -0.39 0.05
N -2.1516 -1.3131 -2.4668 -0.11 0.12 -0.07
C -2.2150 -0.0027 -3.0723 0.23 0.24 -0.31
H -1.9786 -0.0908 -4.1317 -0.14 0.06 0.13
C -1.2478 0.9548 -2.3736 -0.39 0.03 0.22
H -1.3424 1.9514 -2.8085 0.04 0.06 -0.04
H -0.2248 0.6062 -2.5255 0.08 0.00 -0.03
C -1.5672 0.9988 -0.8671 0.25 -0.28 -0.17
N -0.7706 1.9170 -0.0872 -0.04 0.15 -0.14
C 0.6592 1.7988 -0.1645 0.11 -0.09 0.16
C 1.3067 2.3847 1.1064 -0.17 0.16 -0.17
C 0.9171 1.5179 2.2917 0.23 0.21 -0.21
O -0.2305 1.3430 2.6330 0.04 -0.08 0.18
C 2.0317 0.8245 2.9948 0.30 -0.34 0.38
C 3.2715 1.4135 3.2139 -0.27 0.04 -0.16
C 4.2471 0.7132 3.9048 0.04 -0.09 0.08
C 4.0053 -0.5659 4.3607 -0.13 -0.12 0.02
C 2.7601 -1.1655 4.1528 0.09 0.20 -0.05
C 1.7746 -0.4574 3.4792 -0.05 -0.19 0.04
H 0.7934 -0.8701 3.3053 -0.09 -0.06 0.02
O 2.6156 -2.4228 4.6452 0.28 0.16 0.02
C 1.3756 -3.0708 4.4802 -0.20 -0.11 -0.03
H 0.5672 -2.5198 4.9702 0.03 -0.01 -0.03
H 1.4881 -4.0446 4.9541 -0.06 0.06 -0.05
H 1.1326 -3.2090 3.4221 0.00 0.02 0.04
H 4.7607 -1.1242 4.8904 0.10 -0.07 0.06
H 5.2079 1.1709 4.0876 0.08 0.03 0.03
H 3.4681 2.4217 2.8834 0.03 0.09 -0.10
H 2.3913 2.3524 0.9749 -0.11 -0.02 0.03
C 0.8547 3.8423 1.2742 -0.12 -0.12 0.14
C -0.6627 3.9563 1.1926 -0.02 0.13 -0.18
C -1.1711 3.3042 -0.0917 -0.06 0.07 0.25
H -0.7691 3.8479 -0.9687 -0.06 0.02 -0.01
H -2.2607 3.3618 -0.1245 0.01 -0.01 -0.06
H -0.9622 5.0052 1.2251 0.00 0.04 0.01
H -1.1089 3.4342 2.0381 -0.07 0.08 -0.02
H 1.3085 4.4337 0.4732 0.05 0.02 0.01
H 1.2127 4.2353 2.2285 0.06 0.08 -0.03
H 1.0752 2.3453 -1.0334 0.03 -0.09 0.03
H 0.9417 0.7490 -0.2549 0.03 -0.01 -0.10
C -1.4827 -0.4219 -0.2962 -0.36 0.19 -0.13
H -1.7263 -0.3948 0.7653 0.01 0.00 0.06
H -0.4725 -0.8180 -0.4063 0.08 -0.05 0.02
C -2.4468 -1.3366 -1.0494 0.22 -0.29 0.26
H -2.3547 -2.3689 -0.7091 -0.12 0.15 -0.02
H -3.4790 -0.9995 -0.9033 0.01 -0.03 0.02
H -2.6065 1.3327 -0.7535 0.02 -0.02 -0.02
H -3.2406 0.3720 -2.9672 0.04 0.01 -0.06
H -2.5707 -3.5861 -6.1873 -0.06 0.01 -0.09
H -1.4811 -4.9831 -6.1681 0.02 -0.11 -0.09
H -2.4388 -4.5890 -4.7336 -0.04 -0.07 0.02
```
Forces are in eV/Å.

Output
Energy relative to the best compared isomer or geometry (same formula, charge and spin) in kcal/mol: 37.5
Structure (SMILES): CCOC(=O)N1CCC(N2CCC[C@@H](C(=O)c3cccc(OC)c3)C2)CC1
Electronic energy in Ha: -1228.6992
Total charge: 0
Largest force on an atom in eV/A: 0.6

Results of the Mulliken charge analysis, in e, for atoms 1 through 8:
1 C -1.12
2 C -0.29
3 H 0.33
4 H 0.32
5 O -0.38
6 C 0.82
7 O -0.66
8 N 0.18